1.
Below is a 2-piece molecular cluster, C16H22N2O2 overall, with properties calculated with ωB97M-V with the def2-TZVPD basis set.

The geometry in XYZ format:
```
42
Properties=species:S:1:pos:R:3
O -3.07150 -0.69018 0.59823
O -0.67361 -2.68280 0.48650
N -0.10713 1.23911 -0.65276
N -1.49011 -1.28506 2.17024
C 0.06973 -1.75143 -2.60551
C -0.99652 2.03954 0.20304
C 2.84927 -1.52733 -2.39530
C 0.87618 2.08366 -1.37848
C -2.75515 -0.98720 1.76680
C 1.74210 2.86114 -0.42216
C -0.69889 -2.26126 1.64925
C 0.60939 -0.90354 -1.61009
C -0.19433 2.82536 1.21913
C 0.28591 -2.81519 2.64426
C -3.84006 -0.93097 2.82363
C -0.27115 -0.06167 -0.80782
C 2.02561 -0.79797 -1.53229
C 0.91700 3.67360 0.57519
C 2.29267 -2.38067 -3.35287
C 0.90576 -2.48356 -3.45202
H -3.47867 -1.06825 3.84228
H 1.57163 4.07764 1.36004
H 2.38653 2.16940 0.12478
H 2.38700 3.54173 -0.97846
H 1.28051 -2.39756 2.44514
H 0.27115 2.11693 1.91612
H 2.46962 -0.12527 -0.78410
H -1.54793 2.75075 -0.44331
H 3.92583 -1.43336 -2.29715
H -4.35223 0.03851 2.77208
H 0.36928 -3.90386 2.56465
H -1.02138 -1.80128 -2.69131
H 1.48628 1.50849 -2.07181
H 0.46636 -3.15640 -4.18194
H -1.70360 1.37961 0.70029
H -1.21719 -0.46696 -0.40378
H -0.85670 3.48471 1.78745
H -4.62117 -1.68648 2.65919
H 0.28513 2.81133 -1.96176
H 0.01756 -2.57075 3.66711
H 2.94417 -2.96982 -4.00862
H 0.46267 4.53729 0.05614
```

Calculated values
- Kohn-Sham gap: 6.270 eV
- HOMO energy: -7.08 eV
- LUMO level: -0.807 eV
- Relative energy (zero: lowest compared OMol25 entry of this formula, charge and spin): 310.0 kJ/mol
- Total energy: -882.82770 Ha

2.
Below is a single C5H11NOS2 molecule, with properties calculated with ωB97M-V with the def2-TZVPD basis set.

The geometry in XYZ format:
```
20
Properties=species:S:1:pos:R:3
S -1.41736 -0.78857 -0.38044
S -2.71602 0.07518 0.81244
O -1.81870 -2.01424 -1.05558
N -1.37683 2.61502 -0.69695
C 0.73690 -2.41275 0.04606
C 1.14074 0.17280 0.26910
C 0.59229 1.64599 0.49477
C 0.27963 -1.08982 0.60087
C -0.20652 2.18408 -0.62744
H 1.29966 -3.01271 0.74770
H 1.42729 2.21830 0.70136
H 0.43114 2.00247 -1.46515
H -0.24463 -2.80820 -0.21634
H 1.50991 -2.37593 -0.81568
H -0.97122 0.12465 -1.52118
H 2.01811 -0.04598 0.82895
H -1.82910 2.59405 0.19988
H -0.15352 -0.96731 1.53778
H 0.11436 1.60818 1.38686
H 1.18388 0.27479 -0.84699
```

Calculated values
- Kohn-Sham gap: 9.580 eV
- HOMO energy: -9.25 eV
- LUMO level: 0.333 eV
- Relative energy (zero: lowest compared OMol25 entry of this formula, charge and spin): 434.3 kJ/mol
- Total energy: -1123.34293 Ha

3.
Below is a 2-piece molecular cluster, C2H6BrOS overall, with properties calculated with ωB97M-V with the def2-TZVPD basis set.

The geometry in XYZ format:
```
11
Properties=species:S:1:pos:R:3
Br 2.97163 0.19526 0.89836
S 1.27951 -0.74120 -0.09641
O -1.78270 1.82151 -0.72984
C 1.81782 -2.50415 0.07249
C -2.51213 2.70186 -0.07717
H 1.17095 -3.19306 -0.36843
H -3.24197 2.44393 0.68446
H 1.86497 -2.85205 1.05715
H -1.95483 0.85841 -0.62962
H 2.77771 -2.44788 -0.44128
H -2.39096 3.71736 -0.36972
```

Calculated values
- Kohn-Sham gap: 3.845 eV
- HOMO energy: -11.62 eV
- LUMO level: -7.780 eV
- Total charge: +1
- Relative energy (zero: lowest compared OMol25 entry of this formula, charge and spin): 66.3 kJ/mol
- Total energy: -3126.87273 Ha

4.
Below is a single C21H21F3N2O5 molecule, with properties calculated with ωB97M-V with the def2-TZVPD basis set.

The geometry in XYZ format:
```
52
Properties=species:S:1:pos:R:3
F -4.26059 2.07601 -3.36690
F -4.41068 1.85824 -1.23246
F -2.78275 2.96966 -2.08848
O 0.00139 0.28751 -5.25007
O 0.93945 -3.24650 0.78853
O 0.55361 -1.72019 -4.74386
O 1.14495 -1.63897 -0.77007
O -0.65808 -0.75934 0.95091
N -0.10696 -0.70219 -4.55525
N -0.31886 -2.78728 -2.54510
C 1.60703 -0.72624 0.20785
C 0.30468 2.15993 1.59208
C -3.54072 1.86607 -2.25081
C -2.01721 -1.49641 -1.43307
C 1.92835 -0.67040 3.56557
C -1.83180 0.46849 -3.37705
C -1.02347 -0.66631 -3.47054
C 1.77650 1.80060 3.92062
C 0.75494 0.88677 1.96015
C 0.62612 3.23707 2.39917
C 0.73333 -2.82640 -0.31654
C 0.42628 -0.25171 1.06546
C -1.08809 -1.68531 -2.48122
C 1.36621 3.07528 3.56487
C -2.71147 0.61896 -2.32986
C -2.80527 -0.38147 -1.35402
C 0.01415 -3.62021 -1.41830
C 1.48178 0.69533 3.13255
C -0.51171 2.34071 0.34812
C 1.68253 4.25929 4.42521
C 0.92096 -4.75898 -1.88089
H 2.03525 5.09070 3.81832
H 2.05114 0.11345 -0.32838
H 1.82584 -4.36091 -2.33508
H 0.78564 4.58779 4.95003
H 1.33961 -1.45448 3.09589
H 2.44112 4.01431 5.16386
H -0.89027 -4.04671 -0.96809
H 1.83435 -0.76836 4.64497
H -0.76300 3.38644 0.19613
H -1.74400 1.22484 -4.14343
H 2.33601 1.65549 4.83359
H -1.43642 1.77044 0.42358
H 0.02371 1.98283 -0.53123
H 0.28854 4.22423 2.11904
H 1.19713 -5.37598 -1.03037
H 0.33982 -2.80280 -3.32321
H 2.35727 -1.19360 0.85402
H 2.97856 -0.82309 3.31347
H -2.09923 -2.24359 -0.66341
H 0.40182 -5.37329 -2.61172
H -3.49746 -0.26972 -0.53460
```

Calculated values
- Kohn-Sham gap: 8.089 eV
- HOMO energy: -8.69 eV
- LUMO level: -0.602 eV
- Relative energy (zero: lowest compared OMol25 entry of this formula, charge and spin): 193.1 kJ/mol
- Total energy: -1598.11153 Ha

5.
Below is C33H32HfN4OSSi as an isolated structure, with properties calculated with ωB97M-V with the def2-TZVPD basis set.

The geometry in XYZ format:
```
73
Properties=species:S:1:pos:R:3
Hf -0.29493 1.15126 -0.12110
S 0.60995 -1.87602 -1.83109
Si -2.57627 -0.16620 -0.65910
O 0.68388 -0.46938 -1.14318
N 0.34224 3.12906 -0.69221
N -0.49862 3.93953 -1.14514
N 1.69204 1.41946 0.73135
N -1.83568 2.84734 0.49165
C -2.04379 -0.19165 3.50000
C 3.40916 -1.73209 2.95936
C -2.85594 -0.41644 1.19394
C -2.16680 -4.21950 -1.46776
C 2.32629 0.36471 1.47031
C 3.37417 -0.38994 0.95526
C -2.91900 2.83337 1.27291
C 3.65032 4.52218 -1.35128
C 4.39146 3.59354 -0.56313
C -2.76719 4.63471 -0.78260
C -1.84430 -0.16287 2.12743
C 2.42046 2.34111 0.01068
C -1.74975 3.77475 -0.48096
C -2.12323 -4.24469 -2.85736
C -2.33043 -3.00783 -0.79592
C 3.91781 -1.42656 1.70001
C -4.11299 -0.75852 1.71358
C 1.82526 0.06189 2.72931
C 1.69165 3.28670 -0.79036
C -2.26058 -3.06101 -3.57830
C -3.96458 3.72260 1.08540
C 1.40368 -2.99015 -0.65585
C 2.36016 -0.98524 3.47111
C -2.42277 -1.85661 -2.90492
C -4.33395 -0.80386 3.08531
C -3.30333 -0.51002 3.97627
C -2.44887 -1.81212 -1.50656
C 3.20810 -2.42010 -2.21732
C 3.81404 2.53834 0.09253
C 2.31005 4.37846 -1.45492
C 2.00112 -1.87115 -2.97325
C 2.65805 -3.54345 -1.33813
C -3.90383 4.60701 0.02520
H -2.09093 -5.14493 -0.90613
H -1.23326 0.01478 4.19061
H 1.68378 -2.53203 -3.78327
H 1.97560 -1.19684 4.46072
H -4.92999 -0.98340 1.03348
H -3.76233 0.54345 -1.20054
H -2.36929 -3.00311 0.29286
H -2.25024 -3.08120 -4.66235
H 0.66453 -3.74283 -0.38407
H 4.15695 5.34709 -1.83645
H 3.97245 -2.77132 -2.90804
H 1.63122 -2.36968 0.21505
H -3.47951 -0.53305 5.04561
H 3.64854 -1.63566 -1.60426
H -2.53283 -0.94060 -3.48316
H 1.69449 5.07760 -2.00789
H 1.04734 0.68762 3.14834
H 2.09842 -0.85957 -3.36418
H -2.94323 2.08994 2.05811
H 3.84148 -2.53618 3.54282
H 4.75017 -1.99753 1.29757
H -0.82061 0.07567 1.81420
H 3.37789 -3.87627 -0.59103
H 5.46078 3.74322 -0.45650
H -5.31618 -1.06210 3.46558
H -4.72859 5.28255 -0.17270
H 3.76387 -0.16186 -0.02795
H -4.80583 3.71082 1.76557
H -2.64606 5.32603 -1.60853
H -2.00750 -5.18830 -3.37998
H 2.40040 -4.40907 -1.95065
H 4.41541 1.89615 0.71592
```

Calculated values
- Kohn-Sham gap (spin up / spin down): 5.391 / 5.399 eV
- HOMO energy (spin up / spin down): -13.15 / -13.15 eV
- LUMO level (spin up / spin down): -7.762 / -7.754 eV
- Total charge: +2
- Relative energy (zero: lowest compared OMol25 entry of this formula, charge and spin): 204.3 kJ/mol
- Total energy: -2306.15148 Ha

6.
Below is an isolated ion of composition CH5N2O2 and charge -1, with properties calculated with ωB97M-V with the def2-TZVPD basis set.

The geometry in XYZ format:
```
10
Properties=species:S:1:pos:R:3
O -0.18946 -1.44123 0.79007
O 0.19651 0.81545 0.90887
N -0.82485 -0.30239 0.56259
N 1.51917 0.37115 0.72914
C -0.95677 0.11548 -1.14629
H -1.52162 1.08467 -1.06299
H 1.22749 -0.68538 0.49562
H 0.11832 0.38890 -1.37665
H -1.49197 -0.76982 -1.55303
H 1.92319 0.42317 1.65266
```

Calculated values
- Kohn-Sham gap: 6.994 eV
- HOMO energy: -2.15 eV
- LUMO level: 4.842 eV
- Total charge: -1
- Relative energy (zero: lowest compared OMol25 entry of this formula, charge and spin): 718.0 kJ/mol
- Total energy: -300.91004 Ha